# 1
Here is 8 unconnected molecules or ions with the total composition C4H27N3O7 at a distorted geometry from the Open Molecules 2025 dataset. Energies are from ωB97M-V/def2-TZVPD.

Cartesian coordinates (Å):
1 N -0.52829 -2.01917 -1.37418
2 C -0.76701 -1.09041 -0.24650
3 C 0.11054 0.18593 -0.37091
4 N -0.46834 1.27997 -1.13293
5 C -1.20526 2.40226 -0.46350
6 C -2.73167 2.52162 -0.70651
7 N -3.45512 1.26785 -0.80857
8 H -1.28160 -2.03130 -2.07503
9 H 0.31303 -1.70299 -1.86790
10 H -0.48236 -1.58227 0.71319
11 H -1.86156 -1.07967 -0.03754
12 H 0.35580 0.34877 0.73969
13 H 0.95264 -0.24663 -0.95184
14 H -0.85478 0.99887 -2.00639
15 H -0.66461 3.31486 -0.73899
16 H -1.12114 2.39928 0.62318
17 H -3.08398 3.20274 -1.48188
18 H -3.18927 3.05382 0.12803
19 H -3.44129 0.75318 0.11252
20 H -3.17648 0.72922 -1.63149
21 O -2.77856 -0.68981 2.59166
22 H -2.33015 -0.33159 3.36050
23 H -3.04516 -1.61489 2.69882
24 O 3.18896 -0.31554 0.25052
25 H 3.80982 -0.95675 -0.12245
26 H 3.81626 0.31654 0.61350
27 O 0.68117 -2.26987 2.30159
28 H 1.06663 -3.11001 2.54226
29 H -0.26263 -2.14114 2.19632
30 O 2.47135 -2.99150 -1.96518
31 H 1.76380 -2.66647 -2.55813
32 H 2.06202 -2.61320 -1.17071
33 O 2.49076 2.77340 1.27106
34 H 1.75277 2.52390 1.84074
35 H 2.03738 2.74305 0.42247
36 O 1.17079 -0.10144 -3.13310
37 H 0.34943 0.34353 -3.34901
38 H 1.80249 0.62623 -3.22648
39 O 2.12649 -0.40972 3.26713
40 H 2.13294 -1.35713 3.44826
41 H 2.27420 -0.46352 2.29778

Properties
Kohn-Sham gap   8.510 eV
SMILES   NCCNCCN.O.O.O.O.O.O.O
LUMO energy   0.008 hartree
DFT total energy   -859.4359 Eh

=====

# 2
Here is 10 unconnected molecules or ions with the total composition C4H27NO9 at a distorted geometry from the Open Molecules 2025 dataset. Energies are from ωB97M-V/def2-TZVPD.

Cartesian coordinates (Å):
1 C 2.03625 -1.77801 1.65401
2 C 0.93619 -1.02134 1.72836
3 C 0.42024 -0.38762 0.42718
4 N 0.02326 -1.04327 2.75952
5 C -0.90383 0.07523 2.98237
6 H 2.60284 -1.82853 0.73939
7 H 2.58829 -2.20595 2.48466
8 H 0.98263 -0.93820 -0.32801
9 H 0.73976 0.64612 0.43819
10 H -0.60372 -0.69491 0.26004
11 H 0.23400 -1.64003 3.54253
12 H -0.87518 0.63523 2.06324
13 H -0.52365 0.63733 3.83229
14 H -1.89988 -0.28424 3.23830
15 O -0.13568 -3.75095 0.04062
16 H -0.25274 -2.82389 -0.17865
17 H -0.01365 -3.79317 0.99461
18 O -0.55619 2.44729 -1.28798
19 H -1.14231 2.24966 -2.03612
20 H -1.05655 2.94577 -0.63625
21 O -2.72180 1.09315 0.64975
22 H -3.35431 1.07922 -0.08396
23 H -3.28909 1.17187 1.42458
24 O -3.63507 -0.27076 -2.11634
25 H -3.09874 -0.12095 -2.91462
26 H -3.06773 -0.81188 -1.55362
27 O 2.02202 3.09454 -0.79255
28 H 1.64774 3.41468 -1.62156
29 H 1.46322 2.31826 -0.64077
30 O -1.44768 1.08426 -3.50201
31 H -1.00294 1.13189 -4.36432
32 H -0.72066 0.58571 -3.07000
33 O 0.79668 2.37071 2.70436
34 H 0.79998 3.08065 2.04560
35 H 1.74165 2.31739 2.90288
36 O 1.24984 0.30323 -2.88437
37 H 1.48242 -0.56716 -2.53666
38 H 1.86837 0.91026 -2.46105
39 O 2.42609 -2.87369 -1.45452
40 H 2.61545 -3.43443 -0.68950
41 H 1.62447 -3.32347 -1.75962

Properties
Kohn-Sham gap   7.951 eV
SMILES   C=C(C)NC.O.O.O.O.O.O.O.O.O
LUMO energy   0.008 hartree
DFT total energy   -900.4708 Eh

=====

# 3
Here is 12 unconnected molecules or ions with the total composition C4H27O15 at a distorted geometry from the Open Molecules 2025 dataset. Energies are from ωB97M-V/def2-TZVPD.

Cartesian coordinates (Å):
1 O -2.80466 3.58919 -0.41908
2 C -2.64638 2.56623 0.16520
3 O -3.61522 2.29819 1.06696
4 C -1.41290 1.64645 0.19509
5 C -0.66266 1.85913 -1.13435
6 C 0.62303 1.07619 -0.95186
7 O 1.19188 1.15487 0.13101
8 O 1.21856 0.49881 -1.87311
9 H -3.72940 1.34054 1.18872
10 H -0.81754 1.72887 0.98508
11 H -1.58837 0.56298 0.42311
12 H -1.27582 1.43340 -1.90354
13 H -0.19784 2.92073 -1.14139
14 H -1.83227 -1.86069 1.23769
15 H -1.23753 -3.10890 1.94488
16 O -1.81269 -2.82994 1.21229
17 H 2.22970 -3.26008 -2.62241
18 H 2.24306 -1.74210 -2.19943
19 O 1.61752 -2.58295 -2.41757
20 H -4.08051 -1.37318 0.22944
21 H -2.91372 -0.54664 -0.47768
22 O -3.86013 -0.41707 -0.26120
23 H 2.50091 1.38314 3.94131
24 H 1.93308 1.35450 2.50650
25 O 1.92216 0.88033 3.31761
26 H -0.30626 -0.89497 0.74397
27 H 1.00734 -0.24022 1.39707
28 O 0.06158 -0.77454 1.66600
29 H -1.63080 -0.85753 2.66875
30 H -1.79089 -0.55139 4.09930
31 O -2.30431 -0.62687 3.26067
32 H 2.91272 -0.22481 -0.79183
33 H 4.24562 -0.43292 -0.55125
34 O 3.63357 -0.69933 -1.25650
35 H 3.18328 -1.74620 2.46200
36 H 3.67150 -1.75852 1.05596
37 O 3.99892 -1.96054 1.91724
38 H 3.35162 1.70120 1.83660
39 H 2.96927 1.21226 0.39202
40 O 3.51831 1.11407 1.10756
41 H 0.05242 -1.02443 -4.15968
42 H 1.12114 -0.10158 -3.99520
43 O 0.31123 -0.17313 -4.52978
44 H -0.37834 -2.80878 -2.69595
45 H -1.31364 -2.98719 -1.55162
46 O -1.04363 -3.34676 -2.25544

Properties
Kohn-Sham gap   8.501 eV
LUMO energy   0.085 hartree
Charge   -1
DFT total energy   -1297.2120 Eh

=====

# 4
Here is a molecular structure, C4H28BO22 at a distorted geometry from the Open Molecules 2025 dataset. Energies are from ωB97M-V/def2-TZVPD.

Cartesian coordinates (Å):
1 O -17.36142 -12.59488 1.60833
2 C -16.12449 -12.12391 1.54692
3 O -15.44661 -12.03285 2.55340
4 B -14.33914 -11.17685 2.19580
5 O -14.71123 -10.66190 0.91764
6 C -15.71316 -11.22893 0.55750
7 O -16.15264 -10.87617 -0.49304
8 O -13.12402 -11.84634 2.18848
9 C -12.30734 -11.39449 3.04993
10 O -11.15062 -11.62569 3.22849
11 C -13.07503 -10.35036 3.72939
12 O -14.20338 -10.05316 3.15942
13 O -12.76312 -9.74499 4.79958
14 O -20.11791 -12.70752 1.60277
15 H -19.36381 -13.10600 1.98086
16 H -19.63917 -12.33591 0.95574
17 O -10.78871 -12.05754 5.69225
18 H -11.64364 -11.69017 5.97737
19 H -10.89566 -11.99365 4.72131
20 O -18.83781 -10.43155 3.04048
21 H -19.26624 -11.14500 2.54001
22 H -19.58078 -10.11956 3.67911
23 O -17.93953 -8.64638 -1.02504
24 H -17.27322 -9.16076 -0.59230
25 H -17.37281 -7.80988 -1.09375
26 O -14.83106 -14.52664 0.36822
27 H -15.78105 -14.36234 0.49980
28 H -14.71802 -15.34211 0.01011
29 O -17.40894 -15.52884 -0.06852
30 H -17.85267 -15.34826 0.69305
31 H -16.91255 -16.34310 0.13631
32 O -19.14832 -11.81939 -0.68658
33 H -18.26145 -11.61120 -0.42033
34 H -18.71060 -12.47599 -1.36592
35 O -14.94401 -11.52957 -3.12433
36 H -14.15391 -11.14833 -2.68456
37 H -15.31453 -11.21376 -2.30420
38 O -13.00805 -8.79519 7.27617
39 H -13.15798 -8.92814 6.27190
40 H -13.14962 -7.83641 7.24002
41 O -12.65625 -14.90075 2.28177
42 H -13.06770 -15.73902 2.59119
43 H -13.44423 -14.61730 1.79389
44 O -16.61437 -11.05132 5.15342
45 H -17.37232 -11.07034 4.58727
46 H -15.93345 -10.85111 4.57723
47 O -10.69175 -11.39230 -0.34756
48 H -9.84386 -10.77857 -0.27984
49 H -10.78382 -11.78052 0.40751
50 O -14.75571 -8.04840 -1.27170
51 H -14.49575 -8.97427 -1.09044
52 H -13.91567 -7.87160 -1.64468
53 O -10.32310 -13.73091 1.56862
54 H -11.12606 -14.27687 1.61558
55 H -10.60566 -13.03939 2.06473

Properties
Kohn-Sham gap   9.243 eV
LUMO energy   0.043 hartree
Charge   -1
DFT total energy   -1849.5138 Eh

=====

# 5
Here is 15 unconnected molecules or ions with the total composition C4H28BO22 at a distorted geometry from the Open Molecules 2025 dataset. Energies are from ωB97M-V/def2-TZVPD.

Cartesian coordinates (Å):
1 O 18.66228 -21.20931 -10.98776
2 C 18.67746 -20.51602 -9.96405
3 O 18.02419 -20.67757 -8.92685
4 B 18.41275 -19.71196 -7.90641
5 O 19.41251 -18.85577 -8.55067
6 C 19.62584 -19.32017 -9.75803
7 O 20.37552 -18.89670 -10.63417
8 O 18.96324 -20.38168 -6.68697
9 C 18.48115 -19.82309 -5.60404
10 O 18.78559 -20.07418 -4.43178
11 C 17.21991 -18.97618 -6.05207
12 O 17.17843 -19.05760 -7.36268
13 O 16.41137 -18.28990 -5.36389
14 O 23.35822 -23.70306 -9.07377
15 H 22.80242 -23.97792 -8.34454
16 H 23.95266 -23.05708 -8.69222
17 O 22.43287 -13.52482 -13.43566
18 H 21.57672 -13.64257 -13.84721
19 H 22.60252 -14.35615 -12.99255
20 O 14.64995 -23.51748 -15.09152
21 H 15.36063 -23.08033 -14.62241
22 H 13.88496 -23.40473 -14.52734
23 O 12.59056 -20.02718 -1.00724
24 H 13.16982 -20.08678 -0.24754
25 H 12.92908 -19.28606 -1.50959
26 O 20.89579 -26.26990 -12.70138
27 H 20.51997 -25.38967 -12.68762
28 H 21.80738 -26.14579 -12.43713
29 O 17.87360 -24.09527 0.76481
30 H 18.10086 -23.25815 0.36006
31 H 17.11711 -24.40508 0.26684
32 O 20.73804 -13.07072 -6.94459
33 H 20.59493 -13.83927 -7.49692
34 H 20.83632 -12.34617 -7.56233
35 O 11.27189 -20.24032 -7.72577
36 H 11.29826 -19.28838 -7.82244
37 H 10.76365 -20.38653 -6.92793
38 O 13.03053 -12.71545 -3.69420
39 H 12.66973 -13.57203 -3.92295
40 H 12.29326 -12.23847 -3.31321
41 O 20.75593 -24.86629 -17.57769
42 H 20.36718 -25.73330 -17.46192
43 H 21.47217 -24.83778 -16.94333
44 O 14.05825 -17.37031 -12.50784
45 H 13.78161 -18.08510 -11.93444
46 H 13.27521 -17.15093 -13.01277
47 O 15.07377 -25.58184 -8.44182
48 H 14.58503 -25.27840 -7.67677
49 H 15.45444 -24.78652 -8.81435
50 O 24.32112 -22.78654 -14.82510
51 H 23.70024 -22.33871 -14.25047
52 H 24.36559 -22.23534 -15.60640
53 O 22.59961 -18.83322 0.54482
54 H 21.81163 -19.20726 0.15061
55 H 22.74718 -19.35870 1.33116

Properties
Kohn-Sham gap   9.388 eV
LUMO energy   0.072 hartree
Charge   -1
DFT total energy   -1849.6170 Eh